1.
Density functional theory data (ωB97M-V/def2-TZVPD) for an isolated molecule of I2O2.

Geometry (Å):
O -0.27 0.56 1.19
O 0.45 -1.29 0.38
I -0.72 1.65 -0.19
I 0.54 -0.92 -1.39

LUMO energy (alpha / beta): -2.47 / -2.47 eV
Net charge: 0
HOMO level (alpha / beta): -9.1 / -9.1 eV



2.
Density functional theory data (ωB97M-V/def2-TZVPD) for a 2-piece molecular cluster, I2O3 overall.

Geometry (Å):
O 0.16 0.88 0.33
O -1.08 -0.76 0.24
O 1.08 0.68 -0.50
I -2.85 -0.31 -0.07
I 2.69 -0.49 0.00

LUMO energy (alpha / beta): -2.60 / -2.61 eV
Net charge: 0
HOMO level (alpha / beta): -9.0 / -9.0 eV



E in Eh, matching the order above: -745.652068, -820.804973
Relative energy (zero: lowest compared OMol25 entry of this formula, charge and spin) in kcal per mole, matching the order above: 29.5, 26.5